[1]
Molecular formula: C22H34F6O22
Method: DFT, the ωB97M-V functional and the def2-TZVPD basis

Kohn-Sham gap in eV: 10.1
HOMO in eV: -9.89
Max |F| in eV Å⁻¹: 1.73
SMILES: O=C1OC[C@@H](F)O1.O=C1OC[C@@H](F)O1.O=C1OC[C@@H](F)O1.O=C1OC[C@@H](F)O1.O=C1OC[C@@H](F)O1.O=C1OC[C@@H](F)O1.CO.CO.CO.CO

Each line ends with the Mulliken charge.
Atoms and positions in Å:
C -2.723 2.837 0.498  -0.299
C -4.210 2.983 0.317  0.178
O -4.670 1.701 0.654  -0.361
C -3.684 0.809 0.370  0.152
O -3.798 -0.370 0.375  -0.522
O -2.523 1.475 0.130  0.219
F -4.505 3.189 -1.013  -0.265
H -2.342 3.133 1.480  0.279
H -2.128 3.474 -0.166  0.186
H -4.708 3.766 0.876  0.339
C 0.679 0.269 -0.090  0.841
C 1.253 0.593 -1.475  0.568
O 0.572 -0.249 -2.353  -0.376
C -0.275 -1.060 -1.664  0.171
O -1.049 -1.800 -2.177  -0.361
O -0.158 -0.862 -0.353  -0.132
F 2.601 0.264 -1.503  -0.404
H 0.084 1.106 0.267  -0.035
H 1.477 -0.037 0.574  -0.231
H 1.220 1.636 -1.773  0.074
C -0.834 1.875 -4.632  -0.470
C -2.175 1.865 -3.931  0.263
O -2.115 3.020 -3.141  -0.279
C -0.803 3.329 -2.920  0.618
O -0.420 4.126 -2.132  -0.512
O -0.008 2.568 -3.700  -0.326
F -2.300 0.809 -3.076  -0.160
H -0.886 2.429 -5.571  0.356
H -0.463 0.876 -4.846  0.308
H -3.001 1.844 -4.637  0.285
C -2.933 -1.080 3.518  -0.006
C -1.441 -0.766 3.580  0.249
O -1.415 0.642 3.615  -0.103
C -2.664 1.133 3.851  0.535
O -2.890 2.289 3.989  -0.564
O -3.555 0.138 3.936  -0.379
F -0.903 -1.162 2.396  -0.114
H -3.305 -1.903 4.119  0.330
H -3.156 -1.263 2.467  -0.073
H -0.828 -1.161 4.384  0.196
C 7.061 -0.366 1.058  -0.494
C 6.372 -1.726 1.158  0.261
O 5.107 -1.382 1.661  -0.304
C 4.815 -0.150 1.153  0.532
O 3.718 0.298 1.073  -0.132
O 5.942 0.528 0.877  -0.372
F 7.020 -2.494 2.064  -0.292
H 7.791 -0.267 0.261  0.270
H 7.539 -0.108 2.003  0.300
H 6.314 -2.268 0.216  0.304
C -3.515 -3.772 -0.778  -0.021
C -2.182 -4.396 -0.400  0.687
O -2.381 -5.767 -0.630  -0.365
C -3.429 -5.919 -1.496  0.504
O -3.693 -6.935 -2.041  -0.514
O -4.096 -4.756 -1.642  -0.360
F -1.855 -4.158 0.895  -0.308
H -3.405 -2.832 -1.309  0.067
H -4.139 -3.630 0.106  0.207
H -1.384 -3.995 -1.026  0.103
C 4.332 3.741 -1.030  -0.759
O 3.713 3.020 0.037  -0.475
H 3.992 4.769 -0.982  0.278
H 5.420 3.672 -0.966  0.273
H 4.040 3.310 -1.993  0.272
H 4.148 2.163 0.108  0.178
C -2.313 -3.749 -4.681  -0.278
O -2.368 -3.851 -6.100  -0.574
H -3.296 -3.418 -4.326  0.250
H -2.056 -4.694 -4.198  0.217
H -1.590 -2.990 -4.399  0.052
H -2.787 -4.680 -6.339  0.310
C 1.890 -0.524 4.740  -0.769
O 2.096 -1.026 3.432  -0.397
H 2.823 -0.188 5.198  0.307
H 1.190 0.322 4.734  0.233
H 1.431 -1.302 5.349  0.326
H 2.623 -0.393 2.937  0.176
C 1.594 2.872 2.864  -0.273
O 1.291 3.104 1.493  -0.328
H 2.304 2.043 2.973  -0.015
H 2.097 3.759 3.270  0.311
H 0.688 2.675 3.429  0.113
H 2.120 3.001 1.000  0.329

***

[2]
Molecular formula: C22H34N2O
Method: DFT, the ωB97M-V functional and the def2-TZVPD basis

Kohn-Sham gap in eV: 8.9
HOMO in eV: -8.24
Max |F| in eV Å⁻¹: 0.45
SMILES: CCCN1[C@@H]2CCC[C@H]1C[C@H](NC(=O)c1ccc(C(C)(C)C)cc1)C2

Each line ends with the Mulliken charge.
Atoms and positions in Å:
C 6.497 -0.919 -0.591  -1.364
C 5.451 -1.998 -0.838  -0.160
H 5.332 -2.601 0.064  0.266
H 5.780 -2.662 -1.639  0.285
C 4.102 -1.393 -1.236  -0.754
N 3.151 -2.432 -1.574  0.381
C 2.198 -2.114 -2.618  -0.264
C 1.117 -1.124 -2.143  -0.929
H 0.395 -0.950 -2.942  0.331
C 0.390 -1.588 -0.880  0.280
N -0.364 -0.488 -0.311  -0.116
C -1.700 -0.546 -0.095  0.460
O -2.368 -1.528 -0.360  -0.690
C -2.290 0.684 0.508  0.613
C -3.388 0.546 1.347  -1.311
C -3.980 1.651 1.931  -0.136
C -3.506 2.934 1.683  0.527
C -2.420 3.064 0.819  -0.453
C -1.816 1.964 0.242  -1.289
H -0.994 2.115 -0.444  0.406
H -2.032 4.044 0.584  0.337
C -4.125 4.179 2.298  2.159
C -5.300 3.858 3.225  -2.107
H -4.984 3.228 4.053  0.440
H -6.102 3.362 2.683  0.436
H -5.697 4.783 3.639  0.431
C -3.056 4.916 3.118  -1.608
H -2.222 5.229 2.495  0.332
H -3.485 5.801 3.582  0.448
H -2.671 4.267 3.903  0.376
C -4.637 5.090 1.173  -1.586
H -3.829 5.409 0.520  0.333
H -5.105 5.977 1.594  0.443
H -5.374 4.563 0.570  0.385
H -4.824 1.493 2.581  0.409
H -3.770 -0.446 1.536  0.439
H 0.151 0.323 -0.008  0.421
H -0.368 -2.333 -1.127  0.015
C 1.375 -2.143 0.153  -1.062
H 0.830 -2.693 0.921  0.317
H 1.867 -1.297 0.644  0.403
C 2.470 -3.046 -0.450  -0.160
H 3.214 -3.215 0.337  0.391
C 1.972 -4.425 -0.900  -1.085
C 1.068 -4.364 -2.128  -0.575
H 0.066 -4.047 -1.848  0.181
C 1.654 -3.432 -3.186  -1.101
H 0.907 -3.217 -3.952  0.352
H 2.495 -3.938 -3.665  0.405
H 0.973 -5.367 -2.552  0.477
H 1.452 -4.916 -0.075  0.387
H 2.856 -5.016 -1.145  0.406
H 1.612 -0.171 -1.927  0.362
H 2.750 -1.623 -3.431  0.468
H 3.751 -0.733 -0.426  0.144
H 4.255 -0.770 -2.122  0.439
H 7.446 -1.365 -0.306  0.389
H 6.652 -0.324 -1.489  0.331
H 6.178 -0.253 0.208  0.344

***

[3]
Molecular formula: C22H34N2O5OsP2
Method: DFT, the ωB97M-V functional and the def2-TZVPD basis

Expectation value of S²: 6.083
Kohn-Sham gap (spin up / spin down) in eV: 6.5 / 3.5
HOMO (spin up / spin down) in eV: -6.45 / -7.41
Max |F| in eV Å⁻¹: 6.51
Multiplicity: 5

Each line ends with the Mulliken charge.
Atoms and positions in Å:
Os 0.432 0.493 -0.433  0.984
P -0.462 1.026 -2.478  1.051
P 0.695 0.680 2.002  0.834
N 1.371 2.112 -0.517  -0.745
H 0.204 -0.505 -1.632  -0.264
C -1.476 2.462 -2.925  -1.136
H -1.862 2.375 -3.949  0.411
H -0.882 3.379 -2.866  0.320
H -2.325 2.555 -2.243  0.239
C -1.343 -0.362 -3.305  -1.477
H -1.581 -0.119 -4.347  0.527
H -2.267 -0.571 -2.756  0.333
H -0.725 -1.266 -3.284  0.433
C 1.031 1.207 -3.538  -1.240
H 0.785 0.988 -4.582  0.478
H 1.781 0.490 -3.183  0.308
H 1.438 2.220 -3.459  0.305
C 0.262 2.105 3.081  -1.187
H 0.771 2.016 4.055  0.426
H -0.825 2.146 3.226  0.334
H 0.597 3.034 2.605  0.292
C 0.158 -0.715 3.057  -0.949
H 0.434 -0.514 4.102  0.469
H 0.662 -1.631 2.728  0.204
H -0.929 -0.826 2.979  0.065
C 2.511 0.661 2.278  -1.250
H 2.704 0.696 3.358  0.520
H 2.956 1.540 1.797  0.306
H 2.918 -0.267 1.856  0.234
C 2.558 2.672 -0.759  -0.107
C 3.875 4.663 -1.273  -0.549
C 2.663 4.103 -0.920  -0.308
C 3.731 1.867 -0.915  0.242
C 4.933 2.457 -1.268  -0.764
C 5.008 3.842 -1.443  -0.337
H 3.941 5.741 -1.422  0.373
H 1.744 4.676 -0.773  0.389
H 3.624 0.782 -0.783  0.402
H 5.808 1.817 -1.409  0.374
H 5.960 4.302 -1.722  0.349
C -3.478 0.954 1.433  0.962
O -2.990 1.901 2.070  -0.587
C -4.190 1.177 0.120  -0.610
H -4.714 0.277 -0.207  0.318
H -3.478 1.486 -0.651  -0.299
H -4.901 2.006 0.305  0.363
C -3.460 -0.478 1.955  -0.877
H -3.389 -0.421 3.049  0.318
H -2.616 -1.058 1.539  -0.064
H -4.390 -0.985 1.672  0.486
O 2.249 -2.506 1.160  -0.675
C 1.369 -2.320 0.319  -0.178
O 1.404 -1.297 -0.501  -0.485
C 0.217 -3.329 0.258  0.232
C -0.969 -3.286 -0.528  0.101
C -2.004 -4.199 -0.281  -0.714
C -1.888 -5.136 0.771  0.420
C -0.685 -5.248 1.486  -0.577
C 0.347 -4.354 1.216  -0.551
N -3.008 -5.901 1.204  0.918
O -4.108 -5.756 0.625  -0.540
O -2.860 -6.695 2.164  -0.455
H -1.089 -2.543 -1.325  0.322
H -2.928 -4.190 -0.857  0.420
H -0.573 -5.989 2.266  0.406
H 1.255 -4.440 1.801  0.457